The following is a DFT calculation (wB97M-V/def2-TZVPD) of 2 unconnected molecules or ions with the total composition C3H5F2N at a distorted geometry.

Summary:
- HOMO energy (eV) = -8.505
- Kohn-Sham gap (eV) = 7.350
- F_max (eV/Å) = 3.2

CARTESIAN COORDINATES (ANGSTROEM)
C: 0.23 -0.50 1.27
C: 1.12 -0.64 0.14
C: -0.98 0.17 -1.01
N: -0.14 -0.63 -0.17
F: 2.29 -0.95 -0.32
F: 0.94 2.31 0.10
H: -0.04 -1.35 1.90
H: 0.16 0.48 1.73
H: -2.02 -0.04 -0.75
H: -0.75 1.23 -0.84
H: -0.79 -0.09 -2.05


The following is a DFT calculation (wB97M-V/def2-TZVPD) of a single C5H12O2 molecule.

Summary:
- HOMO energy (eV) = -10.052
- Kohn-Sham gap (eV) = 10.968
- F_max (eV/Å) = 0.9

CARTESIAN COORDINATES (ANGSTROEM)
C: -0.98 -1.47 2.19
C: -1.13 -0.63 0.92
C: 0.16 0.09 0.49
O: 1.25 -0.81 0.35
C: -0.05 0.86 -0.82
C: 1.18 1.46 -1.52
O: 1.42 0.70 -2.72
H: -1.92 -1.98 2.44
H: -0.20 -2.22 2.06
H: -0.70 -0.85 3.05
H: -1.92 0.12 1.07
H: -1.47 -1.27 0.09
H: 0.46 0.75 1.32
H: 1.11 -1.29 -0.48
H: -0.91 1.54 -0.73
H: -0.28 0.13 -1.61
H: 2.08 1.34 -0.91
H: 1.05 2.52 -1.76
H: 0.87 1.03 -3.44